Molecular formula: C17H29BClNO8P
Method: DFT, the ωB97M-V functional and the def2-TZVPD basis

Results
DFT total energy (eV): -58449.9194
Gap between HOMO and LUMO (eV): 7.25
E_LUMO (hartree): -0.1445
Total charge: +1

Bonds (Å) are listed after each position.
Atoms and positions in Å:
1 Cl -3.67517 -1.56397 2.83406  N11 1.697
2 P 0.36730 2.34017 0.06142  O7 1.638, C16 1.847, C19 1.829
3 O 0.90001 -2.42429 3.86414  B29 1.369, H40 0.965
4 O -0.71357 1.72265 -4.60034  C14 1.335, C18 1.427
5 O -0.00430 0.65702 -6.33692  C13 1.431, C14 1.329
6 O -1.09138 -1.45482 4.71581  B29 1.375, H50 0.965
7 O -0.33614 3.81961 0.05245  P2 1.638, H54 0.967
8 O 1.51510 1.53682 -4.91600  C14 1.203
9 O 3.13030 -2.62902 1.73615  C20 1.414, C24 1.411
10 O -1.00848 -2.12395 2.39619  C27 1.346, B29 1.422
11 N -2.58675 -0.48448 2.10610  Cl1 1.697, C17 1.356, C27 1.366
12 C -4.73616 -0.18259 -0.29032  C26 1.377, H31 1.091, H48 1.085
13 C 1.07256 0.16782 -7.14252  O5 1.431, H33 1.086, H46 1.088, H51 1.088
14 C 0.38021 1.32535 -5.25471  O4 1.335, O5 1.329, O8 1.203
15 C -4.45422 1.11077 1.87642  C17 1.493, C26 1.518, H34 1.087, H52 1.095
16 C 1.80967 2.54375 1.19756  P2 1.847, H32 1.087, H43 1.088, H55 1.089
17 C -3.02243 0.73066 1.69243  N11 1.356, C15 1.493, C21 1.379
18 C -0.43915 2.46166 -3.41045  O4 1.427, H45 1.086, H47 1.088, H53 1.089
19 C -0.78301 1.19065 0.89904  P2 1.829, C21 1.391, C23 1.404
20 C 3.41961 -2.73575 0.35579  O9 1.414, C22 1.547, H35 1.091, H56 1.091
21 C -2.10401 1.57429 1.10457  C17 1.379, C19 1.391, H30 1.080
22 C 2.30982 -2.17255 -0.56258  C20 1.547, C25 1.529, H38 1.091, H41 1.091
23 C -0.36050 -0.08806 1.29466  C19 1.404, C27 1.388, C28 1.518
24 C 3.99422 -1.77089 2.44934  O9 1.411, H36 1.093, H42 1.092, H49 1.092
25 C 0.98903 -1.82997 0.12641  C22 1.529, C28 1.542, H37 1.085, H39 1.095
26 C -5.29364 0.49244 0.77288  C12 1.377, C15 1.518, H57 1.088
27 C -1.29670 -0.89672 1.92501  O10 1.346, N11 1.366, C23 1.388
28 C 1.04855 -0.59416 1.04617  C23 1.518, C25 1.542, H44 1.087, H58 1.085
29 B -0.39185 -2.01439 3.67327  O3 1.369, O6 1.375, O10 1.422
30 H -2.47430 2.54435 0.80589  C21 1.080
31 H -4.25828 -1.14667 -0.11304  C12 1.091
32 H 2.69714 2.10770 0.74515  C16 1.087
33 H 0.62187 -0.35166 -7.98264  C13 1.086
34 H -4.58284 2.18921 1.82680  C15 1.087
35 H 3.57144 -3.79316 0.13549  C20 1.091
36 H 3.42385 -1.26079 3.22964  C24 1.093
37 H 0.57966 -2.70794 0.61602  C25 1.085
38 H 2.07920 -2.95766 -1.28400  C22 1.091
39 H 0.28388 -1.57840 -0.67269  C25 1.095
40 H 0.92603 -3.27864 4.31204  O3 0.965
41 H 2.67133 -1.33540 -1.16128  C22 1.091
42 H 4.42455 -0.98943 1.81977  C24 1.092
43 H 2.01691 3.59505 1.38449  C16 1.088
44 H 1.54171 -0.82674 1.98633  C28 1.087
45 H 0.12114 1.85595 -2.70482  C18 1.086
46 H 1.68799 -0.53004 -6.57812  C13 1.088
47 H -1.39774 2.72700 -2.96958  C18 1.088
48 H -4.80864 0.20283 -1.30155  C12 1.085
49 H 4.78778 -2.31865 2.96092  C24 1.092
50 H -0.51932 -0.77941 5.10123  O6 0.965
51 H 1.67844 0.99146 -7.51425  C13 1.088
52 H -4.80761 0.80905 2.86779  C15 1.095
53 H 0.10505 3.37617 -3.64156  C18 1.089
54 H -0.26382 4.25462 0.91268  O7 0.967
55 H 1.65574 2.00836 2.13377  C16 1.089
56 H 4.35913 -2.24887 0.08852  C20 1.091
57 H -6.37816 0.57169 0.81414  C26 1.088
58 H 1.61892 0.16199 0.51683  C28 1.085